{
  "formula": "C3H4N2OS",
  "method": "ωB97M-V/def2-TZVPD",
  "symbols": ["S", "O", "N", "N", "C", "C", "C", "H", "H", "H", "H"],
  "coordinates": [[-1.57774, -1.93079, 1.34807], [1.57242, 1.57638, 0.14208], [0.46477, 0.82385, -0.15590], [-0.50885, -0.95455, -0.82900], [-0.89463, -0.65155, 0.37207], [0.29748, -0.05451, -1.20014], [-0.16324, 0.31144, 0.93561], [1.01442, 0.32267, -1.95113], [-0.25022, 0.96151, 1.95342], [-1.45383, -3.10270, 0.05528], [1.49942, 2.69825, -0.67038]],
  "lumo_ev": -0.776,
  "molar_mass_g_mol": 116.14,
  "gap_ev": 7.2473,
  "fmax_ev_per_a": 6.68,
  "e_tot_ha": -699.41572,
  "relative_energy_kj_mol": 673.2
}

***

{
  "formula": "C3H4N2OS2",
  "method": "ωB97M-V/def2-TZVPD",
  "symbols": ["S", "S", "O", "N", "N", "C", "C", "C", "H", "H", "H", "H"],
  "coordinates": [[-0.21732, -2.00411, -0.20255], [-3.19332, -1.04456, 0.09018], [2.40360, -1.82488, -0.07590], [1.27260, 0.14389, 0.38821], [0.43257, 0.98259, -0.48821], [1.33779, -1.14805, 0.09647], [-1.46829, -0.81973, -0.19187], [-1.03776, 0.70267, -0.09132], [-1.04027, 1.11681, 0.91147], [-1.62241, 1.35980, -0.88194], [0.84936, 1.86719, -0.22834], [2.28346, 0.66839, 0.67379]],
  "lumo_ev": -1.161,
  "molar_mass_g_mol": 148.21,
  "gap_ev": 7.9551,
  "fmax_ev_per_a": 5.14,
  "e_tot_ha": -1097.73126,
  "relative_energy_kj_mol": 323.7,
  "smiles": "O=C1NNCC(=S)S1"
}

***

{
  "formula": "C3H4N2OS2",
  "method": "ωB97M-V/def2-TZVPD",
  "symbols": ["S", "S", "O", "N", "N", "C", "C", "C", "H", "H", "H", "H"],
  "coordinates": [[-0.41374, -1.79670, -1.25230], [2.07193, 0.26280, -0.45279], [0.07719, -2.97768, -0.60025], [-0.46288, 0.77327, 0.07750], [-1.92337, -1.49469, -0.51984], [1.63783, 1.64337, 0.48129], [0.32367, 1.68594, 0.68061], [0.42359, -0.28462, -0.49197], [2.42236, 2.22345, 0.83924], [-1.99883, -2.03516, 0.23633], [-0.20132, 2.45289, 1.17567], [-1.95644, -0.45287, -0.17351]],
  "lumo_ev": -0.219,
  "molar_mass_g_mol": 148.21,
  "gap_ev": 9.2534,
  "fmax_ev_per_a": 6.29,
  "e_tot_ha": -1097.75571,
  "relative_energy_kj_mol": 259.5
}